# 1
Below is 8 unconnected molecules or ions with the total composition C32H54O13 at a distorted geometry, with properties calculated with ωB97M-V/def2-TZVPD.

## Properties
E_HOMO	-9.27	eV

```
! RIJCOSX wB97M-V def2-TZVPD def2/J DEFGRID3
* xyz 0 1
O 4.047 -2.670 -0.185
C 2.919 -2.362 0.158
C 2.112 -1.110 -0.281
C 0.682 -1.527 0.144
C 0.896 -2.613 1.170
O 2.222 -3.132 1.021
H 2.457 -0.289 0.348
H 2.379 -0.890 -1.314
H 0.083 -0.723 0.572
H 0.107 -1.884 -0.710
H 0.782 -2.294 2.206
H 0.154 -3.341 0.842
O -2.254 0.472 5.797
C -2.336 1.368 4.989
C -1.604 2.683 4.812
C -1.932 3.123 3.374
C -3.263 2.553 3.188
O -3.345 1.347 4.011
H -1.985 3.442 5.494
H -0.521 2.627 4.922
H -1.951 4.199 3.197
H -1.266 2.681 2.633
H -3.979 3.320 3.482
H -3.340 2.112 2.194
O -3.909 -4.148 -3.786
C -5.024 -4.631 -4.104
C -6.206 -3.860 -4.576
C -7.107 -4.874 -5.243
C -6.739 -6.120 -4.475
O -5.403 -5.884 -4.022
H -6.816 -3.481 -3.757
H -5.931 -3.033 -5.231
H -8.166 -4.641 -5.128
H -6.811 -4.921 -6.291
H -7.422 -6.448 -3.692
H -6.721 -6.857 -5.278
O 3.683 0.311 4.740
C 3.965 -0.372 5.738
C 5.020 -1.434 5.858
C 4.695 -2.112 7.166
C 3.991 -0.995 7.887
O 3.331 -0.146 6.917
H 5.074 -2.074 4.977
H 5.930 -0.844 5.754
H 3.978 -2.934 7.145
H 5.582 -2.374 7.742
H 3.257 -1.340 8.615
H 4.731 -0.347 8.357
O 8.633 1.506 -3.099
C 9.246 0.447 -3.018
C 8.779 -0.885 -3.586
C 9.684 -1.928 -2.918
C 10.884 -1.045 -2.359
O 10.390 0.297 -2.339
H 7.750 -1.075 -3.280
H 8.763 -0.788 -4.671
H 9.053 -2.344 -2.132
H 10.034 -2.692 -3.613
H 10.976 -1.456 -1.353
H 11.802 -1.157 -2.936
C -2.115 3.044 -5.537
C -3.089 4.150 -5.275
C -3.115 4.294 -3.748
O -2.935 2.937 -3.281
C -2.238 2.153 -4.287
H -1.134 3.489 -5.703
H -2.313 2.485 -6.451
H -4.096 4.013 -5.671
H -2.772 5.087 -5.732
H -4.011 4.724 -3.301
H -2.235 4.856 -3.433
H -2.852 1.268 -4.452
H -1.268 1.781 -3.958
C 2.272 6.210 -0.175
C 3.224 5.360 -1.005
C 4.042 6.385 -1.788
O 4.023 7.576 -1.004
C 3.107 7.455 0.069
H 1.974 5.609 0.684
H 1.475 6.523 -0.850
H 2.623 4.662 -1.589
H 3.802 4.738 -0.322
H 3.474 6.651 -2.680
H 5.050 6.017 -1.981
H 2.566 8.398 0.151
H 3.671 7.320 0.992
C -7.779 -4.313 2.702
C -6.663 -3.390 3.131
C -5.764 -3.502 1.947
O -6.649 -3.413 0.843
C -7.882 -3.996 1.207
H -8.733 -4.316 3.229
H -7.445 -5.350 2.671
H -6.150 -3.640 4.059
H -7.017 -2.360 3.187
H -5.354 -4.497 1.775
H -4.979 -2.749 1.887
H -8.102 -4.835 0.546
H -8.654 -3.238 1.071
*
```


# 2
Below is 12 unconnected molecules or ions with the total composition C12H48N24O12 at a distorted geometry, with properties calculated with ωB97M-V/def2-TZVPD.

## Properties
E_HOMO	-9.26	eV

```
! RIJCOSX wB97M-V def2-TZVPD def2/J DEFGRID3
* xyz 0 1
N -7.497 -4.025 -0.374
C -8.496 -4.687 -0.736
N -8.936 -4.255 -1.888
O -8.841 -5.696 -0.156
H -7.242 -3.155 -0.818
H -7.015 -4.349 0.453
H -9.562 -4.889 -2.364
H -8.451 -3.443 -2.241
N 0.861 2.049 5.312
C 0.656 3.280 5.290
N 0.855 3.781 6.434
O 0.383 3.966 4.305
H 0.645 1.512 4.484
H 1.153 1.589 6.162
H 0.595 4.746 6.575
H 0.991 3.210 7.256
N 2.699 6.684 -1.839
C 2.471 6.343 -3.102
N 3.166 6.866 -3.992
O 1.625 5.518 -3.489
H 3.538 7.199 -1.611
H 2.092 6.240 -1.164
H 3.002 6.730 -4.979
H 4.088 7.233 -3.804
N 0.406 -0.017 -1.610
C 0.466 -0.621 -0.465
N -0.689 -1.122 -0.193
O 1.443 -0.570 0.235
H -0.482 -0.151 -2.072
H 1.208 0.529 -1.892
H -1.463 -1.019 -0.835
H -0.760 -1.826 0.528
N -7.343 1.821 -2.144
C -6.383 1.532 -3.030
N -6.628 2.296 -4.029
O -5.469 0.749 -2.902
H -7.234 1.478 -1.200
H -8.182 2.305 -2.432
H -7.402 2.903 -4.258
H -5.885 2.130 -4.693
N -3.635 6.792 -2.534
C -3.464 6.757 -1.220
N -2.470 5.952 -0.841
O -4.074 7.497 -0.509
H -4.152 7.592 -2.872
H -3.476 5.897 -2.973
H -1.929 5.469 -1.545
H -2.349 5.905 0.160
N 6.872 1.226 2.056
C 7.533 1.353 3.076
N 8.596 1.843 2.696
O 7.466 0.884 4.183
H 7.340 1.768 1.344
H 5.959 0.804 1.972
H 9.398 1.938 3.303
H 8.489 2.548 1.980
N 7.430 -1.015 -4.312
C 8.644 -1.192 -4.599
N 8.727 -1.854 -5.687
O 9.554 -0.803 -3.947
H 6.778 -1.456 -4.945
H 7.247 -0.359 -3.567
H 7.867 -2.023 -6.190
H 9.618 -1.879 -6.162
N 5.155 -4.459 7.403
C 4.262 -4.294 6.556
N 4.222 -3.031 6.232
O 3.598 -5.185 6.159
H 5.762 -3.652 7.379
H 5.364 -5.366 7.795
H 3.536 -2.743 5.549
H 5.116 -2.562 6.225
N -2.473 4.974 -7.885
C -2.619 3.635 -7.818
N -1.870 3.068 -6.831
O -3.386 2.905 -8.417
H -1.903 5.543 -7.275
H -3.002 5.453 -8.600
H -2.048 2.076 -6.765
H -1.300 3.558 -6.157
N -4.169 -5.355 5.087
C -4.673 -6.030 6.007
N -4.821 -7.339 5.723
O -5.012 -5.547 7.070
H -3.696 -5.941 4.414
H -4.125 -4.355 4.951
H -4.480 -7.686 4.838
H -4.922 -7.935 6.532
N 1.331 -6.237 0.754
C 0.314 -6.926 1.224
N 0.840 -7.976 1.760
O -0.857 -6.564 1.187
H 2.261 -6.520 1.025
H 1.200 -5.365 0.262
H 1.843 -8.001 1.870
H 0.204 -8.652 2.158
*
```


Calculated LUMO energy in order - 0.244, -0.117 eV
Calculated energy in order - -60674.1334, -73555.8560 eV
Calculated ΔE to the lowest compared entry with this formula, charge and spin in order - 48.3, 334.5 kcal per mole